Computed, not measured: C15H24N4O5Rh as an isolated structure in a non-equilibrium geometry, with ωB97M-V/def2-TZVPD.

Summary:
- HOMO-LUMO gap (spin up / spin down) (eV) = 3.9 / 5.5
- energy above the lowest of the compared OMol25 structures with the same formula, charge and spin (kcal/mol) = 113.99
- calculated total energy (eV) = -35132.287
- multiplicity = 5
- total charge = +1

Geometry as XYZ:
```
49
Properties=species:S:1:pos:R:3:nbo_charge:R:1
O -0.426 4.870 1.500 -0.431
H 0.315 4.372 1.094 0.415
Rh 0.000 0.000 0.000 0.882
N -0.996 -0.217 -1.728 -0.140
N 1.310 -1.171 -0.974 -0.170
O -2.264 0.283 -2.084 -0.501
O 2.570 -1.632 -0.553 -0.502
C -0.444 -1.012 -2.567 0.259
C 0.909 -1.574 -2.124 0.280
C -1.023 -1.445 -3.920 -0.684
C 1.664 -2.522 -3.064 -0.686
H -1.793 -0.762 -4.276 0.268
H -1.474 -2.434 -3.842 0.262
H -0.259 -1.471 -4.696 0.249
H 2.414 -3.112 -2.538 0.266
H 2.176 -1.958 -3.843 0.260
H 0.994 -3.238 -3.538 0.254
H -2.295 1.101 -1.535 0.494
H 2.679 -1.157 0.286 0.497
O -0.872 -1.947 0.607 -0.859
H -1.429 -1.116 0.468 0.468
H 0.064 -1.717 0.313 0.446
C 1.090 1.619 -0.482 -0.784
H 1.346 2.654 -0.711 0.231
H 1.077 1.255 -1.505 0.235
H 2.030 1.265 -0.063 0.193
O -2.853 3.698 -1.252 -0.921
H -2.455 4.267 -0.470 0.491
H -2.052 3.101 -1.378 0.438
C -3.475 2.163 1.604 -0.247
C -2.873 2.862 2.639 -0.174
C -1.538 2.622 2.935 -0.191
C -0.796 1.736 2.128 0.094
N -1.363 1.143 1.032 -0.536
C -2.716 1.287 0.825 0.006
C 0.492 1.157 2.570 0.186
C 1.070 1.456 3.822 -0.206
C 2.045 0.615 4.341 -0.181
C 2.374 -0.547 3.658 -0.263
C 1.788 -0.807 2.419 -0.007
N 0.932 0.096 1.829 -0.535
H -4.534 2.284 1.414 0.240
H -3.458 3.529 3.259 0.236
H -1.131 3.091 3.817 0.237
H -3.269 0.726 0.101 0.216
H 0.740 2.277 4.438 0.233
H 2.482 0.815 5.311 0.234
H 3.066 -1.256 4.094 0.238
H 2.025 -1.765 1.992 0.210
```